No. 1
44
Properties=species:S:1:pos:R:3:forces:R:3 method="wB97M-V/def2-TZVPD" molar_mass_g_mol=338.87 homo_ev=-11.1820 orbital_gap_ha=0.281 e_above_lowest_ev=0.873 charge=+1
Mg 0.262 -1.319 -0.974 -0.37 0.91 -0.01
C 2.929 0.243 -1.401 0.06 0.53 -0.09
N 2.473 -1.126 -1.193 -0.43 -0.07 -0.42
C 2.993 -1.981 -2.256 0.13 -0.31 -0.38
C 2.936 -1.599 0.116 0.15 -0.31 0.79
C 1.924 -1.368 1.218 -0.01 0.07 0.40
C 2.296 -0.951 2.488 0.15 0.18 -0.02
C 1.355 -0.936 3.509 0.12 -0.01 0.11
C 0.072 -1.401 3.285 -0.29 -0.13 -0.04
C -0.314 -1.763 2.001 0.35 -0.13 0.56
C 0.603 -1.720 0.970 -0.45 -0.59 -0.68
H 4.024 0.291 -1.448 -0.08 -0.03 0.05
H 2.587 0.864 -0.571 0.07 0.01 -0.03
H 2.523 0.651 -2.328 0.03 -0.04 0.04
H 4.089 -2.014 -2.254 -0.05 0.02 0.01
H 2.663 -1.609 -3.228 0.04 0.03 -0.02
H 2.620 -2.999 -2.129 0.06 0.02 0.00
H 3.903 -1.148 0.373 -0.04 -0.05 -0.14
H 3.081 -2.684 0.061 0.08 0.17 -0.10
H 3.309 -0.628 2.689 0.11 0.00 0.03
H 1.627 -0.572 4.489 0.09 -0.06 0.10
H -0.640 -1.462 4.094 -0.04 0.10 0.16
H -1.332 -2.088 1.817 -0.02 0.05 0.05
C -3.533 0.789 0.789 0.52 0.20 0.34
C -3.772 -0.458 -0.040 0.37 0.08 -0.13
S -2.566 -0.799 -1.366 -0.13 -0.13 -0.36
C -2.656 0.637 -2.488 0.13 -0.40 0.38
C -1.865 1.880 -2.093 0.45 -0.11 0.20
S -0.188 1.492 -1.468 0.00 0.00 -0.05
C -0.010 2.375 0.141 0.04 -0.06 -0.33
C -1.231 2.494 1.028 -0.26 -0.46 0.15
S -1.861 0.855 1.549 -0.37 0.45 -0.26
H -4.249 0.809 1.611 -0.10 0.03 -0.15
H -3.670 1.689 0.195 -0.12 0.04 0.00
H -4.760 -0.407 -0.501 0.03 -0.15 0.02
H -3.713 -1.350 0.584 -0.11 -0.04 -0.04
H -3.710 0.884 -2.623 0.05 0.00 -0.15
H -2.264 0.239 -3.425 -0.16 0.04 -0.05
H -2.375 2.462 -1.337 -0.05 0.05 0.05
H -1.729 2.507 -2.974 -0.08 0.04 0.05
H 0.404 3.362 -0.085 0.00 -0.14 0.10
H 0.734 1.771 0.665 0.12 0.13 -0.05
H -2.042 3.065 0.577 0.06 0.06 0.04
H -0.926 3.021 1.936 -0.06 0.02 -0.12

***

No. 2
17
Properties=species:S:1:pos:R:3:forces:R:3 method="wB97M-V/def2-TZVPD" molar_mass_g_mol=151.26 homo_ev="-5.4008 / -5.8437" orbital_gap_ha="0.162 / 0.192" e_above_lowest_ev=4.284
C -0.313 1.899 -0.111 -1.22 1.42 -0.51
C 0.822 2.260 -1.055 -1.32 1.91 -0.50
C -0.390 -0.467 0.550 1.18 2.67 0.07
C -0.220 -3.235 0.645 0.27 0.25 1.28
N -0.063 0.826 0.784 -3.74 -3.09 -2.49
O -0.565 0.615 -2.629 -1.75 -0.15 -0.14
S 0.138 -1.664 1.606 0.07 -1.18 0.02
S 0.887 0.947 -2.395 2.08 0.49 1.25
H -0.777 2.815 0.365 0.87 -1.13 0.14
H -1.045 1.582 -0.816 -1.05 -0.55 -0.44
H 0.293 3.223 -1.462 1.38 -1.40 0.08
H 1.711 2.614 -0.500 0.07 -0.57 -0.68
H -1.034 -0.684 -0.280 -0.25 0.12 -0.52
H 0.560 -3.963 0.985 -0.27 0.86 -0.88
H -0.233 -2.940 -0.412 0.13 -0.64 0.37
H -1.144 -3.683 1.036 -0.02 0.50 -0.51
H 0.653 1.007 1.345 3.56 0.49 3.45

***

No. 3
49
Properties=species:S:1:pos:R:3:forces:R:3 method="wB97M-V/def2-TZVPD" molar_mass_g_mol=629.25 s2=2.004 homo_ev="-5.1425 / -5.0721" multiplicity=3 orbital_gap_ha="0.278 / 0.275" e_above_lowest_ev=0.404 charge=-1
Ni -0.605 -0.545 0.704 0.02 -0.08 -0.03
O 0.373 1.138 0.528 -0.04 0.05 -0.03
C -0.024 2.369 0.561 0.07 -0.09 0.03
C 0.926 3.390 0.295 0.03 0.04 -0.02
C 0.597 4.722 0.300 -0.05 -0.02 0.02
C -0.714 5.128 0.576 0.03 0.01 -0.01
C -1.655 4.162 0.845 -0.01 -0.01 0.00
C -1.350 2.794 0.851 -0.04 0.03 0.00
C -2.391 1.824 1.162 -0.02 0.01 0.03
N -2.285 0.507 1.151 0.07 0.05 0.05
C -3.503 -0.017 1.514 0.02 0.00 -0.01
C -4.372 0.996 1.747 0.02 -0.01 0.03
N -3.659 2.156 1.523 -0.04 0.00 -0.01
H 1.936 3.062 0.088 0.00 0.01 0.00
H 1.359 5.464 0.090 0.01 0.00 0.00
H -0.985 6.175 0.578 0.00 0.00 0.00
H -2.669 4.488 1.053 0.00 0.00 0.00
H -3.643 -1.081 1.587 0.00 0.00 -0.01
H -5.403 1.005 2.051 0.00 0.00 0.00
H -4.010 3.089 1.628 0.01 0.01 -0.01
C 2.016 0.505 -2.274 0.00 0.01 0.05
Ge 2.988 -0.956 -1.409 -0.01 -0.08 -0.01
C 4.918 -0.594 -1.515 0.00 0.01 0.04
C 2.579 -2.644 -2.306 0.02 -0.02 -0.01
C 2.445 -1.169 0.468 0.03 0.11 -0.16
H 2.179 0.511 -3.353 0.02 -0.02 0.00
H 2.338 1.463 -1.863 -0.03 0.02 -0.02
H 0.950 0.401 -2.073 -0.01 0.02 -0.02
H 5.249 -0.506 -2.551 -0.01 0.00 -0.01
H 5.476 -1.404 -1.042 0.02 0.01 -0.01
H 5.157 0.337 -0.998 0.03 -0.01 0.00
H 2.987 -2.675 -3.318 0.00 0.01 0.00
H 1.497 -2.773 -2.355 0.00 0.00 0.01
H 2.987 -3.475 -1.730 -0.01 -0.01 0.00
H 2.465 -0.220 1.008 -0.04 -0.02 0.02
H 3.126 -1.859 0.971 0.00 -0.05 -0.02
F -2.630 -4.155 -0.262 0.02 0.02 0.01
Te 0.554 -3.254 1.701 -0.30 -0.02 -0.29
F 1.866 -2.664 2.907 0.03 0.17 0.00
F 2.130 -4.264 1.038 -0.06 -0.05 0.07
F -0.114 -4.194 3.312 0.23 -0.12 0.15
F -0.404 -1.600 2.483 -0.19 0.03 -0.01
O 1.119 -1.705 0.441 0.28 0.06 0.22
C -3.709 -2.339 -1.264 0.04 0.01 0.06
C -2.496 -2.718 -0.457 -0.03 0.05 -0.23
N -1.552 -2.115 -0.011 -0.07 -0.16 0.14
H -3.663 -1.284 -1.528 0.00 0.00 0.02
H -4.613 -2.530 -0.683 -0.02 0.00 -0.03
H -3.765 -2.944 -2.169 -0.01 0.00 0.00